1.
The following is a quantum chemistry calculation of 2 unconnected molecules or ions with the total composition C3H10N3, from the Open Molecules 2025 dataset.

Geometry as XYZ:
```
16
Properties=species:S:1:pos:R:3:lowdin_charge:R:1
N -1.48574 -0.43464 -1.40840 0.183
N 1.29384 -1.81530 0.57738 -0.009
N -0.82721 1.30355 -0.04489 0.024
C -0.99840 0.06589 -0.26945 -0.184
C 2.09093 -1.59595 -0.45559 -0.090
C -0.44791 1.84632 1.24057 -0.015
H -1.69399 0.05123 -2.27003 0.134
H 3.17072 -1.91218 -0.53505 0.089
H 0.52750 2.34861 1.18932 0.109
H -1.68105 -1.43895 -1.50250 0.145
H 1.66855 -1.01377 -1.25674 0.033
H 1.85951 -2.32423 1.32091 0.069
H -1.07694 1.94578 -0.75401 0.159
H -1.26157 2.48585 1.57244 0.106
H -0.87349 -0.56623 0.63624 0.151
H -0.26474 1.05402 1.95979 0.097
```

Calculated values
- E_HOMO: -14.21 eV
- Charge: +1
- Molar mass: 88.134 g mol⁻¹
- Energy above the lowest of the compared OMol25 structures with the same formula, charge and spin: 44.3 kcal/mol
- 2S+1: 1
- Total energy: -284.30538 Eh
- LUMO level: -3.09 eV



2.
The following is a quantum chemistry calculation of a molecular structure, C6H15ClNO3V, from the Open Molecules 2025 dataset.

Geometry as XYZ:
```
27
Properties=species:S:1:pos:R:3:lowdin_charge:R:1
V 9.12345 -12.17499 13.20620 1.242
Cl 10.67258 -12.97274 11.16202 0.008
O 15.51553 -9.43379 10.49640 -0.197
O 16.73054 -13.07589 13.73442 -0.152
O 7.98611 -13.27289 12.83830 -0.171
N 14.82879 -11.40000 12.27401 0.215
C 15.31538 -13.22129 13.93622 -0.175
C 17.42160 -14.26270 13.37543 -0.060
C 14.52741 -12.76825 12.72015 -0.122
C 14.14296 -9.67202 10.73306 -0.216
C 14.05367 -11.10857 11.09626 -0.175
C 15.83221 -8.09269 10.10679 -0.045
H 16.87279 -8.12874 9.78434 0.104
H 13.74984 -9.07923 11.55899 0.136
H 17.28367 -14.26997 12.29421 0.096
H 15.76806 -11.31172 11.91335 0.165
H 14.28085 -11.73033 10.23029 0.174
H 15.68753 -7.38026 10.91895 0.099
H 15.18499 -7.89233 9.25293 0.095
H 17.06962 -15.21823 13.76424 0.099
H 18.45509 -14.16336 13.70728 0.109
H 13.49056 -13.06092 12.88561 0.119
H 13.57513 -9.48331 9.82198 0.141
H 15.01624 -14.24948 14.13979 0.133
H 15.00596 -12.69091 14.83680 0.138
H 14.87817 -13.44340 11.93961 0.165
H 13.03141 -11.35243 11.38542 0.074
```

Calculated values
- E_HOMO (alpha / beta): -15.77 / -15.73 eV
- Charge: +2
- Molar mass: 235.587 g mol⁻¹
- 2S+1: 3
- Total energy: -1921.39696 Eh
- LUMO level (alpha / beta): -11.97 / -10.60 eV



3.
The following is a quantum chemistry calculation of 2 unconnected molecules or ions with the total composition CH2N2O3S, from the Open Molecules 2025 dataset.

Geometry as XYZ:
```
9
Properties=species:S:1:pos:R:3:lowdin_charge:R:1
S 1.33827 -0.03420 0.25407 0.617
O 0.99292 0.54875 1.54429 -0.316
O 0.74943 -1.46012 0.06893 -0.226
O -2.16839 -0.47249 1.07046 0.207
N -0.94591 0.76155 -0.46683 0.150
N 2.04262 0.44539 -0.91273 -0.265
C -1.60284 0.16194 0.30160 -0.456
H -0.95831 1.67236 -0.94560 0.143
H 0.55221 -1.62317 -0.91419 0.147
```

Calculated values
- E_HOMO: -10.35 eV
- Molar mass: 122.105 g mol⁻¹
- Energy above the lowest of the compared OMol25 structures with the same formula, charge and spin: 58.7 kcal/mol
- 2S+1: 1
- SMILES string: N#S(=O)O.N=C=O
- Total energy: -772.61325 Eh
- LUMO level: -0.33 eV



4.
The following is a quantum chemistry calculation of C6H10OS in the gas phase, from the Open Molecules 2025 dataset.

Geometry as XYZ:
```
18
Properties=species:S:1:pos:R:3:lowdin_charge:R:1
S -1.38654 -1.83596 -0.25054 0.910
O -1.88665 0.79434 0.00440 -0.161
C 1.78450 0.13432 0.75885 -0.092
C -0.71911 0.72854 -1.92819 -0.016
C -0.54298 -0.58773 -1.19889 -0.552
C 0.32615 0.15516 0.86520 -0.352
C -0.34370 -1.26508 1.14394 -0.379
C -0.44276 0.67664 -0.37448 -0.356
H -2.12860 1.78512 0.02995 0.136
H -1.62750 1.34285 -2.07087 0.100
H -0.90542 -1.12992 2.05577 0.074
H 0.49573 -1.90779 1.29389 0.057
H 0.14444 0.82478 1.68710 0.126
H 0.07148 1.10953 -2.71049 0.132
H 2.22766 -0.41055 1.66336 0.115
H 0.43303 -0.99980 -1.55628 0.111
H 2.18757 -0.44490 -0.07998 0.085
H 2.31271 1.03044 0.66725 0.059
```

Calculated values
- E_HOMO: -8.38 eV
- Molar mass: 130.212 g mol⁻¹
- Energy above the lowest of the compared OMol25 structures with the same formula, charge and spin: 97.2 kcal/mol
- 2S+1: 1
- SMILES string: C[C@@H]1CS[C@H]2C[C@]12O
- Total energy: -707.89542 Eh
- LUMO level: 0.85 eV



> total energy of number 2 (C6H15ClNO3V)?

-1921.39696 Eh



> What is the total energy in the second record?

-1921.39696 Eh



> What is the formula in the first record?

C3H10N3



Please write out number 1 again, unchanged.
The following is a quantum chemistry calculation of 2 unconnected molecules or ions with the total composition C3H10N3, from the Open Molecules 2025 dataset.

Geometry as XYZ:
```
16
Properties=species:S:1:pos:R:3:lowdin_charge:R:1
N -1.48574 -0.43464 -1.40840 0.183
N 1.29384 -1.81530 0.57738 -0.009
N -0.82721 1.30355 -0.04489 0.024
C -0.99840 0.06589 -0.26945 -0.184
C 2.09093 -1.59595 -0.45559 -0.090
C -0.44791 1.84632 1.24057 -0.015
H -1.69399 0.05123 -2.27003 0.134
H 3.17072 -1.91218 -0.53505 0.089
H 0.52750 2.34861 1.18932 0.109
H -1.68105 -1.43895 -1.50250 0.145
H 1.66855 -1.01377 -1.25674 0.033
H 1.85951 -2.32423 1.32091 0.069
H -1.07694 1.94578 -0.75401 0.159
H -1.26157 2.48585 1.57244 0.106
H -0.87349 -0.56623 0.63624 0.151
H -0.26474 1.05402 1.95979 0.097
```

Calculated values
- E_HOMO: -14.21 eV
- Charge: +1
- Molar mass: 88.134 g mol⁻¹
- Energy above the lowest of the compared OMol25 structures with the same formula, charge and spin: 44.3 kcal/mol
- 2S+1: 1
- Total energy: -284.30538 Eh
- LUMO level: -3.09 eV